C3H4FNO2S in the gas phase in a non-equilibrium geometry, computed with ωB97M-V/def2-TZVPD.

Summary:
- Spin multiplicity: 1
- Energy relative to the best compared isomer or geometry (same formula, charge and spin): 271.1 kJ/mol
- Lowest unoccupied orbital energy: 0.025 Eh
- Calculated total energy: -819.88203 hartree
- SMILES: FC[C@H]1ONC(=S)O1
- HOMO: -9.02 eV
- Frontier orbital gap: 9.686 eV

Positions of all 12 atoms, in Å:
O  -0.49  1.42  0.15
C  -2.41  0.05  0.45
H  -2.44  -0.16  1.55
H  -3.08  0.99  0.15
S  2.67  -0.55  0.05
H  1.36  1.77  0.28
C  1.16  -0.09  -0.02
C  -1.14  0.19  -0.13
O  0.08  -0.78  0.16
H  -0.99  0.03  -1.20
F  -2.87  -0.96  -0.34
N  0.85  1.26  -0.40